The following is a DFT calculation (the ωB97M-V functional and the def2-TZVPD basis) of a molecular structure, C22H51BN4O2RhSi2.

Element x y z (Å)
Rh 0.40 0.07 -0.17
Si 1.98 -2.56 -0.10
Si -3.08 0.84 0.11
O -1.32 -2.36 -1.99
O -4.49 -3.52 0.48
N 1.88 1.05 2.37
N 2.02 0.59 1.07
N 0.15 2.04 0.34
N 0.08 2.53 1.63
C 3.80 -2.48 0.33
C -4.05 -3.68 1.83
C -3.56 -5.10 2.07
C -2.34 -1.99 -3.10
C -1.73 -2.37 -4.42
C 3.31 0.68 0.74
C 0.96 -2.65 1.47
C -4.61 0.20 -0.79
C 1.85 -4.27 -0.90
C -1.56 -0.01 -0.69
C -3.19 2.68 -0.17
C 0.01 3.88 1.57
C 4.04 1.14 1.85
C 0.02 4.25 0.22
C 1.51 -1.14 -1.30
C -3.25 0.34 1.90
C -2.51 -4.56 -1.76
C 0.06 3.07 -0.52
C 3.11 1.35 2.86
C -5.82 -3.08 0.21
C -1.31 -3.74 -1.38
C -6.76 -4.27 0.09
B 0.49 1.64 2.86
H -4.25 2.91 -0.36
H -2.87 3.26 0.70
H -3.23 -2.95 1.96
H -0.88 -1.72 -4.64
H -3.49 -0.73 2.00
H 5.10 1.33 1.87
H -4.11 0.91 2.31
H -4.88 -3.44 2.52
H -5.33 1.04 -0.82
H -5.76 -2.54 -0.74
H 1.64 -2.50 2.32
H 1.19 -4.92 -0.32
H 0.75 2.42 3.76
H -2.45 -2.26 -5.22
H 1.07 -1.42 -2.27
H 4.35 -1.78 -0.32
H -2.62 3.00 -1.05
H -0.77 -1.52 -1.61
H 3.19 1.70 3.87
H 2.85 -4.70 -0.89
H -6.18 -2.41 1.01
H 3.96 -2.21 1.38
H -6.93 -4.74 1.06
H -1.39 -3.42 -4.42
H -5.08 -0.65 -0.26
H -4.40 -0.10 -1.83
H -3.45 -4.10 -1.43
H -1.24 -3.59 -0.31
H 0.01 5.25 -0.18
H 0.02 4.48 2.48
H -2.51 -0.92 -2.98
H 4.21 -3.49 0.17
H 1.52 -4.22 -1.95
H 0.54 -3.66 1.56
H -6.36 -5.02 -0.60
H -3.26 -2.57 -2.87
H 2.42 -0.56 -1.51
H -7.72 -3.92 -0.29
H 0.14 -1.92 1.55
H -3.18 -5.16 3.09
H -0.39 -4.18 -1.77
H -1.56 0.26 -1.77
H 3.68 0.40 -0.23
H -2.75 -5.38 1.38
H -2.48 -5.52 -1.23
H -2.53 -4.75 -2.84
H -1.98 -0.99 -0.45
H -0.02 2.90 -1.60
H -2.37 0.57 2.51
H -4.38 -5.83 1.97
H -0.33 0.84 3.20

The net charge is +1. The value obtained for the LUMO energy (alpha / beta) is -2.0606 / -4.7466 eV. The calculation puts the frontier orbital gap (alpha / beta) at 0.256 / 0.242 hartree. Its relative energy (zero: lowest compared OMol25 entry of this formula, charge and spin) is 0.000 eV. As for the spin multiplicity: 5.

The following is a DFT calculation (the ωB97M-V functional and the def2-TZVPD basis) of 2 unconnected molecules or ions with the total composition C4H12.

Element x y z (Å)
C -1.36 0.47 -2.36
C -1.65 1.13 -1.00
C 1.36 -1.54 1.60
C 1.67 -0.05 1.76
H 1.29 -1.96 2.61
H -0.32 0.21 -2.48
H -1.99 -0.40 -2.50
H 2.53 0.09 2.41
H 0.40 -1.68 1.11
H 2.17 -2.06 1.09
H -1.73 1.14 -3.14
H 0.81 0.44 2.24
H -1.97 0.46 -0.20
H -2.36 1.95 -1.13
H -0.79 1.65 -0.62
H 1.81 0.44 0.79

The net charge is -1. The value obtained for the LUMO energy (alpha / beta) is 4.4451 / 4.5243 eV. The calculation puts the frontier orbital gap (alpha / beta) at 0.106 / 0.462 hartree. Its relative energy (zero: lowest compared OMol25 entry of this formula, charge and spin) is 0.213 eV. As for the spin multiplicity: 2.

The following is a DFT calculation (the ωB97M-V functional and the def2-TZVPD basis) of 2 unconnected molecules or ions with the total composition BrH4N2OP.

Element x y z (Å)
Br 2.16 -2.40 -2.59
P -0.70 0.35 0.32
O -0.29 0.13 -1.08
N -2.04 0.11 0.96
N 0.39 0.96 1.31
H 1.28 1.18 0.72
H 1.84 -0.97 -2.32
H -2.86 -0.22 0.41
H 0.23 0.85 2.29

The value obtained for the LUMO energy is 0.1793 eV. The calculation puts the frontier orbital gap at 0.392 hartree. Its relative energy (zero: lowest compared OMol25 entry of this formula, charge and spin) is 0.977 eV.

The following is a DFT calculation (the ωB97M-V functional and the def2-TZVPD basis) of a molecular structure, C30H38ClCsN8O4.

Element x y z (Å)
Cs 0.75 -0.41 -1.53
Cl -1.95 -6.15 0.87
O 0.84 -7.22 -0.53
O 1.08 -6.27 -2.52
O 0.76 -2.33 -3.14
O 2.32 -3.36 -1.90
N 0.26 -0.12 1.46
N -0.76 -2.88 -0.79
N -1.50 -3.62 0.07
N -0.40 -1.48 3.38
N -0.80 4.89 -0.09
N -0.19 2.55 -0.32
N -0.93 3.86 -2.09
N 1.17 -2.19 1.98
C 2.60 0.73 -4.52
C -4.57 -1.74 2.22
C 0.08 -3.71 -1.38
C -1.15 2.71 -2.93
C -3.28 -2.00 0.20
C 0.31 -1.13 2.24
C -1.12 -4.92 0.02
C -1.79 5.02 -2.19
C 3.22 2.34 -2.31
C 3.56 0.32 -3.60
C -0.60 1.04 1.62
C 2.30 -2.08 1.09
C -4.29 -1.37 0.91
C 1.16 -3.13 -2.27
C -3.82 -2.73 2.82
C -2.54 -3.00 0.82
C 0.24 -2.56 4.09
C 0.07 2.32 1.09
C -1.22 5.89 -1.08
C 2.26 2.74 -3.24
C 1.19 -3.16 3.04
C 0.63 -6.21 -1.42
C 3.52 3.20 -1.11
C -0.59 3.67 -0.75
C 3.88 1.13 -2.52
C 1.96 1.95 -4.34
C 0.16 5.37 0.91
C -1.28 -0.62 4.14
C -2.79 -3.35 2.14
C -0.10 -5.03 -0.90
H -0.35 6.44 -1.46
H 1.72 3.67 -3.08
H -0.90 1.24 2.65
H -4.87 -0.59 0.43
H 2.19 -3.30 3.44
H 1.21 2.27 -5.04
H -1.73 5.49 -3.17
H -1.29 3.04 -3.96
H -0.28 3.14 1.73
H 2.60 3.63 -0.71
H -2.03 2.13 -2.62
H -0.49 -3.28 4.45
H -1.75 -1.22 4.91
H 3.20 -1.74 1.62
H 2.31 0.08 -5.33
H -4.03 -3.02 3.85
H -1.94 6.59 -0.66
H -2.08 -0.22 3.52
H -0.75 0.20 4.64
H 2.50 -3.03 0.60
H 0.84 -4.14 2.69
H 1.16 4.96 0.73
H -2.18 -4.10 2.62
H -5.37 -1.25 2.76
H 4.00 2.62 -0.32
H 0.47 -6.99 0.33
H 4.61 0.79 -1.80
H 4.19 4.02 -1.38
H 1.14 2.21 1.26
H 4.01 -0.66 -3.70
H -0.14 5.12 1.92
H 2.07 -1.36 0.31
H -0.26 2.09 -2.90
H -2.84 4.76 -1.98
H 0.80 -2.19 4.96
H -3.06 -1.73 -0.83
H -1.53 0.89 1.05
H 0.22 6.45 0.84

The value obtained for the LUMO energy is 0.0670 eV. The calculation puts the frontier orbital gap at 0.307 hartree. Its relative energy (zero: lowest compared OMol25 entry of this formula, charge and spin) is 1.429 eV.

The following is a DFT calculation (the ωB97M-V functional and the def2-TZVPD basis) of a molecular structure, C32H45CaN3OP.

Element x y z (Å)
Ca -0.01 0.37 0.64
P -1.55 2.84 0.14
O -1.54 -1.23 0.59
N 2.26 0.52 -0.48
N -0.95 -1.63 -1.61
N 0.18 -0.96 -1.27
C -1.76 3.38 1.90
C 1.28 4.65 -2.33
C 3.31 1.24 -0.09
C -2.57 4.66 2.18
C -5.63 2.60 -0.70
C 3.47 -0.04 -2.46
C -1.78 -1.67 -0.58
C -0.92 5.91 -2.23
C 4.55 0.72 -2.04
C -5.66 -3.31 -1.28
C 2.33 -0.13 -1.67
C 1.19 -1.62 -3.42
C -5.29 -2.93 0.00
C -3.01 2.45 -2.19
C -3.16 3.02 -0.76
C -0.92 5.53 -0.76
C -3.51 -2.65 -2.11
C -1.93 2.56 4.27
C -3.08 4.70 3.63
C -2.07 4.06 4.57
C 0.49 5.88 -2.81
C 4.48 1.37 -0.83
C -2.26 2.25 2.80
C -4.77 -3.17 -2.33
C -4.29 2.29 -0.03
C -3.13 -2.26 -0.83
C -4.33 1.87 -2.72
C 1.16 -0.93 -2.10
C 0.35 3.57 -1.78
C -5.51 2.70 -2.23
C -4.02 -2.40 0.23
C -0.37 4.10 -0.53
H -6.04 3.53 -0.30
H -0.71 3.57 2.19
H -4.30 1.83 -3.81
H -6.35 1.82 -0.43
H -2.67 3.25 -2.86
H -0.31 6.24 -0.20
H -6.65 -3.72 -1.45
H -1.57 5.23 -2.78
H 5.44 0.79 -2.66
H -1.11 4.56 4.44
H -4.04 4.17 3.71
H -4.34 2.59 1.02
H -6.44 2.38 -2.70
H 3.51 -0.56 -3.41
H -1.94 5.53 1.99
H -1.36 6.91 -2.36
H -0.37 3.28 -2.55
H -2.24 1.67 -2.21
H -4.44 0.84 -2.38
H 0.44 5.89 -3.90
H 0.26 -2.15 -3.58
H 1.89 4.24 -3.14
H -5.07 -3.46 -3.33
H 3.22 1.75 0.87
H 1.02 6.79 -2.52
H 1.98 4.93 -1.54
H 1.35 -0.91 -4.23
H -3.72 -2.11 1.22
H -2.60 1.98 4.91
H -2.81 -2.53 -2.93
H -5.36 3.74 -2.53
H -1.85 1.27 2.51
H 0.91 2.66 -1.53
H 2.01 -2.34 -3.46
H 0.39 4.15 0.26
H -3.28 5.73 3.92
H -2.35 4.21 5.61
H -0.91 2.23 4.51
H -3.41 4.09 -0.81
H -4.08 1.22 -0.04
H 5.29 1.98 -0.45
H -3.42 4.73 1.49
H -5.97 -3.04 0.83
H -1.93 5.62 -0.35
H -3.34 2.13 2.68

The net charge is +1. The value obtained for the LUMO energy is -3.1332 eV. The calculation puts the frontier orbital gap at 0.273 hartree.

The following is a DFT calculation (the ωB97M-V functional and the def2-TZVPD basis) of a molecular structure, C11H24AuN2O2SSe2.

Element x y z (Å)
Au -0.27 0.63 0.34
Se 2.24 0.21 0.62
Se -0.44 -0.03 -2.20
S -2.28 2.20 0.73
O 1.33 -2.05 -3.08
O 4.77 -0.70 -3.02
N -0.59 0.39 2.73
N -2.04 -1.01 0.76
C -1.57 1.29 3.33
C -3.60 0.94 0.84
C -1.82 2.52 2.48
C 1.26 0.60 -2.90
C -0.86 -1.04 2.92
C -3.25 -0.41 0.22
C 2.20 -1.61 -2.07
C -2.10 -1.48 2.14
C 2.49 -0.12 -2.34
C 3.57 -0.11 -3.46
C 3.06 0.60 -1.12
H -2.61 3.13 2.92
H -0.98 -1.30 3.98
H 1.72 -1.74 -1.08
H 1.31 1.67 -2.73
H 3.18 -0.73 -4.28
H -1.74 -1.76 0.14
H 3.15 -2.14 -2.06
H 5.44 -0.03 -2.87
H 3.72 0.91 -3.83
H -4.12 -1.06 0.34
H 0.34 0.59 3.09
H 1.17 0.42 -3.97
H 0.01 -1.58 2.54
H -3.88 0.86 1.89
H -2.16 -2.58 2.19
H 1.41 -3.00 -3.19
H -1.24 1.64 4.32
H 4.10 0.31 -0.96
H -0.92 3.14 2.39
H -4.45 1.36 0.29
H -3.01 -1.09 2.61
H -3.07 -0.27 -0.86
H 3.00 1.68 -1.25
H -2.50 0.75 3.48

The net charge is +1. The value obtained for the LUMO energy is -5.2427 eV. The calculation puts the frontier orbital gap at 0.213 hartree.

The following is a DFT calculation (the ωB97M-V functional and the def2-TZVPD basis) of 8 unconnected molecules or ions with the total composition C18H56N4O8.

Element x y z (Å)
O 18.50 -8.04 8.46
O 15.18 -12.39 3.95
O 15.51 -12.83 13.47
O 18.95 -7.53 11.39
O 15.59 -8.31 9.02
O 13.74 -12.34 8.30
O 17.54 -4.09 7.38
O 11.71 -3.97 8.00
N 14.59 -9.91 6.55
N 19.50 -2.42 6.31
N 13.17 -6.69 10.00
N 14.76 -15.89 8.87
C 15.42 -10.66 5.61
C 11.85 -4.84 9.10
C 14.58 -11.80 13.15
C 12.90 -11.97 9.37
C 16.56 -11.43 6.29
C 15.69 -13.89 9.91
C 14.36 -13.34 3.34
C 14.45 -14.52 9.30
C 17.44 -1.21 7.06
C 12.96 -5.83 8.82
C 18.31 -3.26 8.23
C 15.93 -9.49 9.72
C 14.47 -11.55 4.83
C 16.67 -4.97 8.08
C 10.82 -2.92 8.28
C 13.85 -13.74 8.14
C 18.68 -2.01 7.46
C 12.66 -6.68 7.57
H 14.49 -13.93 7.27
H 16.39 -7.85 8.74
H 16.79 -0.99 7.91
H 10.78 -2.29 7.39
H 15.10 -9.84 10.34
H 16.75 -9.29 10.42
H 17.26 -5.81 8.47
H 19.40 -6.68 11.42
H 12.13 -4.27 10.00
H 15.12 -9.18 7.03
H 10.90 -5.36 9.31
H 14.92 -11.26 12.27
H 19.78 -1.67 5.70
H 16.83 -1.79 6.36
H 12.85 -14.14 7.91
H 14.89 -13.80 2.51
H 13.95 -12.15 5.60
H 11.16 -2.31 9.12
H 19.22 -3.82 8.49
H 9.81 -3.29 8.49
H 12.44 -7.40 10.00
H 18.76 -7.67 10.46
H 17.08 -12.03 5.53
H 14.49 -11.10 13.99
H 18.62 -7.88 7.51
H 19.31 -1.36 8.09
H 13.96 -16.27 8.39
H 13.90 -5.32 8.61
H 13.45 -12.88 2.92
H 13.60 -12.25 12.97
H 15.89 -9.90 4.98
H 17.76 -2.98 9.14
H 17.73 -0.28 6.57
H 11.72 -7.22 7.72
H 12.55 -6.05 6.69
H 13.72 -10.95 4.31
H 16.20 -12.12 7.05
H 14.21 -10.47 7.31
H 11.84 -12.14 9.12
H 15.93 -5.30 7.34
H 13.45 -7.40 7.39
H 16.04 -14.53 10.73
H 14.91 -16.45 9.70
H 16.13 -4.44 8.87
H 13.10 -12.49 10.31
H 14.04 -7.20 9.83
H 15.56 -12.89 10.33
H 19.13 -8.74 8.67
H 16.39 -12.53 13.21
H 18.95 -3.10 5.80
H 16.49 -13.85 9.16
H 13.69 -14.54 10.10
H 14.03 -14.14 4.01
H 16.21 -10.30 9.05
H 17.26 -10.70 6.69
H 13.03 -10.90 9.54

As for the SMILES: COC[C@H](C)N.COC[C@H](C)N.COC[C@H](C)N.COC[C@H](C)N.CO.CO.O.O. The value obtained for the LUMO energy is 0.0382 eV. The calculation puts the frontier orbital gap at 0.324 hartree. Its relative energy (zero: lowest compared OMol25 entry of this formula, charge and spin) is 0.506 eV.

The following is a DFT calculation (the ωB97M-V functional and the def2-TZVPD basis) of a gas-phase ion, C6H14BN3O2P (charge +1).

Element x y z (Å)
P -0.39 2.09 -0.23
O 0.29 -1.66 -0.36
O -0.66 -1.83 1.82
N -1.76 0.96 -0.15
N -3.86 0.39 -0.35
N -3.11 -0.67 0.02
C -1.85 -0.33 0.14
C -3.07 1.36 -0.45
C 0.68 1.47 -1.59
C 2.71 -1.79 -0.83
C 1.62 -1.81 0.25
C 0.51 2.10 1.37
B -0.65 -1.34 0.54
H -3.34 2.36 -0.75
H 0.03 1.53 2.16
H 2.27 -1.53 -1.79
H 0.56 3.14 1.70
H -3.50 -1.60 0.15
H 0.04 1.39 -2.47
H 1.66 -2.77 0.76
H 3.18 -2.76 -0.90
H 1.46 2.21 -1.76
H 1.76 -0.98 0.94
H 3.46 -1.04 -0.55
H 1.55 1.76 1.29
H 1.09 0.47 -1.43
H -0.66 -1.13 2.48

As for the SMILES: CCOB(O)c1[nH]nc[n+]1P(C)C. The net charge is +1. The value obtained for the LUMO energy is -3.4446 eV. The calculation puts the frontier orbital gap at 0.340 hartree. Its relative energy (zero: lowest compared OMol25 entry of this formula, charge and spin) is 0.000 eV.